Entry 1:
Molecular formula: C28H14Br2ClIN7O3Ru
Method: DFT, ωB97M-V/def2-TZVPD

XYZ file:
```
57
Properties=species:S:1:pos:R:3:mulliken_spin:R:1
Ru -0.11 0.08 0.08 0.8245
Cl -3.09 1.11 6.16 0.0015
C -2.00 1.11 4.81 0.0159
C -0.83 1.81 4.89 -0.0087
C 0.08 1.84 3.81 0.0212
I 1.87 2.87 3.99 0.0004
C -0.19 1.16 2.64 -0.0146
O 0.61 1.16 1.59 0.0433
C -1.40 0.40 2.60 0.0054
N -1.60 -0.31 1.45 0.0039
C -2.70 -1.00 1.28 -0.0033
C -3.69 -1.06 2.28 -0.0042
C -3.50 -0.38 3.45 0.0026
C -2.32 0.38 3.65 0.0001
H -0.59 2.35 5.80 -0.0004
H -2.81 -1.51 0.33 -0.0009
H -4.58 -1.63 2.11 0.0000
H -4.25 -0.41 4.24 0.0003
C 2.08 -1.23 2.56 -0.0230
C 1.55 -2.21 1.57 0.0141
C 1.92 -3.58 1.73 0.0039
C 1.48 -4.53 0.88 -0.0007
C 0.63 -4.17 -0.19 0.0019
C 0.11 -5.07 -1.15 -0.0016
Br 0.52 -6.92 -1.04 -0.0001
C -0.70 -4.63 -2.15 0.0006
C -1.04 -3.27 -2.25 -0.0067
Br -2.16 -2.68 -3.64 0.0008
C -0.56 -2.34 -1.35 0.0304
O -0.86 -1.07 -1.39 0.0036
C 0.29 -2.81 -0.31 -0.0200
N 0.76 -1.85 0.58 0.0078
H 3.09 -1.51 2.86 0.0000
H 1.46 -1.24 3.46 0.0005
H 2.09 -0.22 2.17 0.0055
H 2.57 -3.83 2.56 0.0000
H 1.77 -5.56 1.01 -0.0001
H -1.10 -5.33 -2.88 0.0001
N 5.74 1.32 -4.31 -0.0005
C 4.81 1.21 -3.64 -0.0005
C 3.64 1.05 -2.81 0.0001
C 3.72 1.31 -1.45 0.0013
C 2.59 1.10 -0.68 -0.0002
N 1.44 0.64 -1.19 -0.0100
C 1.36 0.43 -2.51 0.0000
C 2.44 0.62 -3.36 0.0002
H 4.62 1.68 -1.00 -0.0001
H 2.58 1.31 0.39 -0.0004
H 0.40 0.11 -2.89 -0.0012
H 2.34 0.44 -4.42 -0.0001
O -1.32 1.55 -0.37 0.1038
N -1.18 2.18 -1.55 0.0148
C -0.53 3.28 -1.50 -0.0014
C 0.06 3.84 -0.30 -0.0057
N 0.52 4.31 0.64 0.0000
C -0.35 4.00 -2.74 -0.0013
N -0.20 4.59 -3.71 -0.0025
```

Computed properties:
- multiplicity = 2
- E_LUMO (alpha / beta) (eV) = -1.0071 / -1.2188
- ΔE to the lowest compared entry with this formula, charge and spin (kcal/mol) = 0.0
- Kohn-Sham gap (alpha / beta) (eV) = 7.1 / 6.9
- <S²> = 0.75

Entry 2:
Molecular formula: C28H14F15GeIN5ORhS2
Method: DFT, ωB97M-V/def2-TZVPD

XYZ file:
```
68
Properties=species:S:1:pos:R:3:mulliken_spin:R:1
Rh 0.24 -0.26 0.06 2.2135
N 0.73 -0.11 4.40 0.0079
C 0.75 -0.53 3.15 0.0047
O 0.38 0.22 2.22 0.0672
C 1.30 -1.91 2.91 -0.0077
I 0.27 -2.85 1.30 0.1058
H 0.43 0.83 4.60 0.0003
H 1.03 -0.69 5.17 0.0010
H 1.20 -2.56 3.77 0.0014
H 2.34 -1.85 2.60 0.0013
F 4.78 1.20 0.37 0.0062
C 5.16 1.77 -0.79 -0.0285
C 4.96 1.09 -1.98 0.0598
C 5.38 1.72 -3.15 -0.0171
F 5.25 1.11 -4.33 0.0001
C 5.96 2.97 -3.13 -0.0010
F 6.35 3.56 -4.25 0.0001
C 6.14 3.62 -1.92 0.0059
F 6.70 4.81 -1.89 0.0007
C 5.75 3.01 -0.73 0.0014
F 5.96 3.62 0.43 0.0000
Ge 4.31 -0.72 -1.91 0.1360
S 2.25 -0.45 -0.91 1.0266
C 3.93 -1.56 -3.59 0.0033
C 4.56 -2.72 -4.04 0.0024
F 5.47 -3.33 -3.28 0.0008
C 4.28 -3.27 -5.28 -0.0006
F 4.89 -4.37 -5.68 0.0000
C 3.34 -2.66 -6.09 0.0024
F 3.05 -3.18 -7.27 0.0003
C 2.68 -1.51 -5.67 -0.0025
F 1.77 -0.94 -6.44 -0.0002
C 2.99 -0.98 -4.43 -0.0067
F 2.35 0.12 -4.03 0.0140
C 5.39 -1.77 -0.70 0.0318
C 6.74 -1.85 -1.00 0.0122
F 7.19 -1.24 -2.10 -0.0016
C 7.63 -2.56 -0.22 0.0037
F 8.91 -2.62 -0.53 0.0004
C 7.16 -3.21 0.91 0.0003
F 7.99 -3.88 1.68 0.0000
C 5.81 -3.15 1.24 0.0067
F 5.35 -3.77 2.32 0.0003
C 4.95 -2.44 0.42 -0.0241
F 3.65 -2.43 0.77 -0.0198
N 3.05 5.27 1.70 0.0016
C 2.20 4.74 1.15 -0.0003
C 1.12 4.08 0.46 -0.0008
C 0.14 4.79 -0.22 -0.0048
C -0.87 4.07 -0.85 0.0066
C -0.85 2.69 -0.78 -0.0071
N 0.09 2.01 -0.12 0.1019
C 1.06 2.69 0.48 -0.0212
H 0.16 5.87 -0.25 -0.0001
H -1.65 4.58 -1.39 0.0008
H -1.63 2.11 -1.26 0.0060
H 1.81 2.12 1.02 0.0058
C -3.44 -4.14 -0.64 -0.0013
N -2.92 -2.79 -0.50 0.0166
C -2.24 -2.14 -1.44 0.0049
N -1.97 -2.74 -2.59 0.0187
S -1.77 -0.48 -1.21 0.2630
H -3.84 -4.45 0.32 0.0000
H -2.65 -4.83 -0.92 0.0011
H -4.25 -4.18 -1.37 0.0013
H -3.18 -2.24 0.31 -0.0008
H -2.34 -3.65 -2.83 -0.0015
H -1.48 -2.23 -3.30 0.0008
```

Computed properties:
- multiplicity = 5
- E_LUMO (alpha / beta) (eV) = -5.6035 / -8.2236
- ΔE to the lowest compared entry with this formula, charge and spin (kcal/mol) = 0.8
- Kohn-Sham gap (alpha / beta) (eV) = 8.5 / 5.8
- net charge = +2
- <S²> = 6.02

Entry 3:
Molecular formula: C28H16Cl5N2Ru
Method: DFT, ωB97M-V/def2-TZVPD

XYZ file:
```
52
Properties=species:S:1:pos:R:3:lowdin_charge:R:1
Ru 0.06 0.37 -2.52 0.9057
Cl 2.40 -1.71 -0.51 0.7126
C 1.20 -2.41 -1.54 -0.6874
C 0.38 -1.58 -2.29 -0.3463
C -0.59 -2.20 -3.05 -0.6460
Cl -1.58 -0.97 -3.85 0.7232
C -0.80 -3.55 -3.15 -0.7069
Cl -2.05 -4.18 -4.14 0.7357
C 0.04 -4.37 -2.39 -0.6958
Cl -0.16 -6.07 -2.45 0.7205
C 1.03 -3.80 -1.59 -0.6991
Cl 2.03 -4.81 -0.63 0.7093
C -0.85 0.38 -0.93 -0.1261
C -1.39 0.35 0.19 -0.0597
C -1.83 0.20 1.46 -0.0930
C -2.23 1.37 2.24 -0.1800
C -2.75 2.49 1.60 -0.0103
C -3.12 3.61 2.33 -0.0567
C -2.93 3.63 3.71 -0.0543
C -2.39 2.52 4.35 -0.0553
C -2.05 1.39 3.63 -0.0214
C -1.87 -1.15 2.02 -0.1711
C -2.84 -1.51 2.96 -0.0179
C -2.89 -2.81 3.44 -0.0527
C -1.98 -3.76 2.99 -0.0492
C -1.01 -3.41 2.06 -0.0478
C -0.96 -2.12 1.56 -0.0036
H -2.90 2.47 0.53 0.1176
H -3.54 4.47 1.83 0.1121
H -3.21 4.50 4.28 0.1131
H -2.24 2.54 5.42 0.1129
H -1.62 0.54 4.13 0.1217
H -3.57 -0.79 3.29 0.1230
H -3.66 -3.09 4.15 0.1133
H -2.02 -4.77 3.37 0.1138
H -0.29 -4.14 1.71 0.1035
H -0.21 -1.84 0.84 0.0845
N 3.16 2.23 -0.36 0.1535
C 1.99 1.56 -0.45 -0.1576
N 1.67 1.31 -1.69 -0.0523
C 2.69 1.83 -2.48 -0.2162
C 2.86 1.83 -3.87 -0.0191
C 3.99 2.42 -4.37 -0.0658
C 4.94 3.02 -3.52 -0.0635
C 4.79 3.03 -2.15 0.0026
C 3.64 2.42 -1.65 -0.1787
H 3.60 2.52 0.49 0.1727
H 1.41 1.27 0.41 0.1331
H 2.13 1.37 -4.54 0.1053
H 4.16 2.44 -5.43 0.1122
H 5.82 3.48 -3.95 0.1127
H 5.52 3.48 -1.50 0.1194
```

Computed properties:
- E_LUMO (eV) = -4.3962
- ΔE to the lowest compared entry with this formula, charge and spin (kcal/mol) = 1.4
- Kohn-Sham gap (eV) = 6.6
- net charge = +1

Entry 4:
Molecular formula: C28H16ClF17N5O7SeTc
Method: DFT, ωB97M-V/def2-TZVPD

XYZ file:
```
76
Properties=species:S:1:pos:R:3:lowdin_charge:R:1
Tc -0.75 0.67 0.12 1.5267
C 5.75 -3.87 -2.60 -0.0462
C 4.63 -3.28 -1.79 -0.2500
C 4.64 -3.36 -0.39 -0.0155
C 3.64 -2.81 0.39 0.0246
C 2.60 -2.16 -0.26 -0.1826
N 1.51 -1.55 0.36 0.0845
C 0.63 -2.42 1.11 -0.1479
C 0.48 -3.74 0.73 -0.0003
C -0.29 -4.61 1.49 -0.0366
C -0.93 -4.16 2.63 -0.2561
C -1.79 -5.07 3.46 -0.0431
C -0.77 -2.83 3.00 0.0349
C 0.00 -1.94 2.27 -0.0544
C 0.21 -0.49 2.73 -0.3011
O 0.34 0.40 1.70 -0.2924
C 1.54 -0.44 3.54 -0.5460
F 1.57 -1.39 4.49 0.1559
F 2.60 -0.65 2.75 0.1699
F 1.72 0.74 4.14 0.1858
C -0.95 0.00 3.66 -0.5620
F -0.90 -0.55 4.89 0.1460
F -0.90 1.32 3.82 0.1821
F -2.13 -0.32 3.13 0.1534
C 2.57 -2.07 -1.63 -0.0742
C 3.57 -2.62 -2.41 0.0416
C 1.35 -1.28 -2.03 -0.1630
O 0.76 -0.90 -0.77 -0.1014
C 1.79 -0.02 -2.83 -0.5764
F 0.77 0.73 -3.21 0.1648
F 2.64 0.69 -2.11 0.1606
F 2.42 -0.43 -3.95 0.1635
C 0.34 -2.14 -2.81 -0.5315
F -0.08 -3.15 -2.03 0.1611
F -0.73 -1.46 -3.21 0.1785
F 0.92 -2.68 -3.89 0.1826
H 6.31 -4.60 -2.03 0.0759
H 5.37 -4.35 -3.50 0.0806
H 6.44 -3.09 -2.92 0.0871
H 5.46 -3.88 0.09 0.1168
H 3.66 -2.88 1.47 0.1248
H 1.00 -4.10 -0.15 0.1209
H -0.38 -5.65 1.18 0.1144
H -1.75 -6.10 3.09 0.0748
H -1.47 -5.08 4.50 0.0876
H -2.83 -4.75 3.45 0.0849
H -1.26 -2.50 3.91 0.1246
H 3.54 -2.55 -3.49 0.1279
Cl 0.65 2.39 -0.49 0.1776
F -5.16 6.19 1.13 0.1286
C -4.36 5.13 1.09 -0.1373
C -4.34 4.23 2.15 -0.1371
F -5.13 4.42 3.20 0.1245
C -3.50 3.14 2.10 -0.1295
F -3.51 2.29 3.13 0.1257
C -2.65 2.88 1.01 -0.2111
O -1.88 1.80 1.14 -0.2386
C -2.69 3.81 -0.03 -0.1658
F -1.96 3.66 -1.14 0.0655
C -3.54 4.91 0.01 -0.1364
F -3.55 5.76 -1.02 0.1279
N -3.76 -3.59 -2.28 0.2221
C -3.34 -3.69 -1.01 -0.4385
N -3.46 -4.87 -0.39 0.1978
N -2.73 -2.75 -0.30 0.1952
C -2.61 -1.50 -0.71 -0.5213
N -1.85 -0.68 0.01 -0.0479
H -4.22 -4.36 -2.73 0.1237
H -3.77 -2.69 -2.72 0.1082
H -3.97 -5.64 -0.78 0.1172
H -3.13 -4.92 0.56 0.1039
O -3.20 -1.04 -1.79 -0.1490
Se -3.12 0.80 -2.23 1.0113
O -4.19 1.41 -1.24 -0.3475
O -1.55 1.10 -1.85 -0.5626
O -3.38 0.70 -3.79 -0.3627
```

Computed properties:
- E_LUMO (eV) = -2.2461
- ΔE to the lowest compared entry with this formula, charge and spin (kcal/mol) = 0.0
- Kohn-Sham gap (eV) = 6.2

Entry 5:
Molecular formula: C28H16F9N6O11ReS
Method: DFT, ωB97M-V/def2-TZVPD

XYZ file:
```
72
Properties=species:S:1:pos:R:3:mulliken_spin:R:1
Re -0.62 -0.39 -0.99 1.1094
C -4.01 -1.50 3.43 -0.0012
C -2.84 -0.93 3.90 0.0017
C -1.73 -0.82 3.08 -0.0020
C -1.78 -1.29 1.77 -0.0005
C -2.95 -1.87 1.30 -0.0072
C -4.06 -1.97 2.12 -0.0009
N -0.65 -1.15 0.91 0.0266
C 0.61 -1.39 1.40 0.0177
C 0.94 -2.20 2.49 0.0162
C 2.25 -2.28 2.91 -0.0211
C 3.27 -1.57 2.26 0.0069
C 2.98 -0.78 1.17 -0.0278
C 1.65 -0.71 0.74 -0.0228
N 1.20 0.08 -0.30 -0.0862
N 1.97 1.02 -0.76 -0.0864
C 1.26 1.77 -1.62 0.0058
C 1.80 2.92 -2.22 0.0013
C 0.99 3.69 -3.00 -0.0058
C -0.35 3.31 -3.20 -0.0190
C -0.82 2.16 -2.62 -0.0010
N -0.02 1.40 -1.83 -0.0088
H -4.88 -1.58 4.07 -0.0004
H -2.79 -0.55 4.92 0.0000
H -0.82 -0.37 3.47 -0.0005
H -2.98 -2.23 0.28 0.0047
H -4.96 -2.42 1.74 0.0001
H 0.16 -2.76 3.00 0.0008
H 2.49 -2.90 3.76 -0.0005
H 4.29 -1.64 2.61 -0.0002
H 3.74 -0.24 0.64 0.0011
H 2.83 3.16 -2.02 -0.0001
H 1.37 4.59 -3.46 -0.0008
H -1.01 3.90 -3.82 -0.0004
H -1.83 1.80 -2.77 -0.0047
O -0.90 -0.49 -3.11 0.0273
S -2.40 -0.91 -3.07 0.0188
O -2.71 -1.90 -4.04 -0.0012
O -2.33 -1.48 -1.65 0.0148
O -3.23 0.28 -3.10 -0.0037
F 1.94 -4.01 0.05 -0.0004
C 2.10 -3.75 -1.25 0.0005
F 2.67 -4.82 -1.80 -0.0001
F 2.97 -2.74 -1.36 -0.0002
C 0.72 -3.33 -1.88 0.0234
O 0.41 -2.13 -1.36 -0.0139
C -0.36 -4.39 -1.49 -0.0092
F -0.75 -4.20 -0.23 -0.0005
F 0.13 -5.65 -1.57 -0.0001
F -1.43 -4.33 -2.26 -0.0006
C 0.91 -3.30 -3.43 -0.0045
F -0.18 -2.97 -4.09 0.0004
F 1.87 -2.41 -3.75 0.0000
F 1.31 -4.50 -3.89 0.0010
O -3.09 2.78 -0.18 0.0174
C -2.12 2.10 0.02 -0.0088
O -2.05 0.82 -0.21 0.0251
C -0.89 2.76 0.63 0.0174
C -0.10 2.11 1.57 0.0009
C 1.03 2.75 2.05 -0.0071
C 1.42 4.00 1.61 0.0009
C 0.60 4.62 0.69 -0.0055
C -0.56 4.04 0.21 0.0143
N 1.00 5.95 0.18 -0.0016
O 1.96 6.49 0.70 0.0002
O 0.27 6.48 -0.63 -0.0001
N 1.88 2.07 3.05 0.0008
O 1.41 1.11 3.62 -0.0008
O 2.98 2.53 3.25 -0.0001
H -0.35 1.12 1.90 0.0008
H 2.33 4.46 1.96 0.0000
H -1.18 4.56 -0.50 0.0006
```

Computed properties:
- multiplicity = 2
- E_LUMO (alpha / beta) (eV) = 0.7739 / 0.6816
- ΔE to the lowest compared entry with this formula, charge and spin (kcal/mol) = 0.0
- Kohn-Sham gap (alpha / beta) (eV) = 6.4 / 6.4
- net charge = -1
- <S²> = 0.83

Entry 6:
Molecular formula: C28H17BiN8O5SSe
Method: DFT, ωB97M-V/def2-TZVPD

XYZ file:
```
61
Properties=species:S:1:pos:R:3:lowdin_charge:R:1
Bi -0.46 0.81 0.23 2.0836
O -4.57 2.67 0.33 0.2097
C -3.40 2.23 -0.04 -0.4535
O -2.91 1.19 0.39 -0.0536
C -2.77 3.10 -1.10 -0.0692
O -1.41 2.78 -1.29 -0.2302
C -0.50 3.84 -0.92 -0.0862
C -0.19 3.86 0.58 -0.6076
O 0.27 4.85 1.07 0.1416
O -0.41 2.72 1.22 -0.2561
H -4.97 2.07 0.98 0.1651
H -2.92 4.15 -0.84 0.1610
H -3.32 2.91 -2.03 0.1670
H -0.89 4.81 -1.23 0.1466
H 0.42 3.66 -1.48 0.1333
Se 1.80 -3.09 6.98 1.2265
N 2.58 -1.84 5.98 -0.2027
C 1.74 -1.56 5.01 -0.3388
C 2.02 -0.58 3.97 -0.0614
C 3.19 0.18 3.95 0.0542
C 3.37 1.11 2.95 0.0079
C 2.39 1.23 1.97 -0.0982
N 1.29 0.49 1.95 -0.0233
C 1.08 -0.38 2.96 -0.1360
C -0.21 -1.08 2.99 -0.1336
N -1.12 -0.76 2.04 -0.0211
C -2.31 -1.35 2.06 -0.1104
C -2.67 -2.30 3.01 0.0005
C -1.75 -2.63 3.99 0.0522
C -0.50 -2.01 3.99 -0.0626
C 0.50 -2.28 5.01 -0.3401
N 0.33 -3.15 5.98 -0.2042
H 3.92 0.04 4.73 0.1358
H 4.25 1.74 2.91 0.1281
H 2.50 1.96 1.18 0.1027
H -3.01 -1.05 1.30 0.0912
H -3.65 -2.75 2.98 0.1257
H -1.98 -3.35 4.76 0.1356
S 1.75 -2.73 -6.80 1.0975
N 2.51 -1.63 -5.90 -0.1948
C 1.72 -1.38 -4.87 -0.3055
C 2.00 -0.44 -3.80 -0.0654
C 3.17 0.32 -3.78 0.0465
C 3.36 1.21 -2.75 -0.0054
C 2.39 1.29 -1.76 -0.1268
N 1.28 0.56 -1.75 -0.0061
C 1.07 -0.30 -2.77 -0.1339
C -0.19 -1.07 -2.79 -0.1423
N -1.08 -0.87 -1.79 0.0000
C -2.23 -1.53 -1.82 -0.1200
C -2.58 -2.43 -2.82 -0.0093
C -1.68 -2.65 -3.84 0.0421
C -0.47 -1.96 -3.83 -0.0677
C 0.52 -2.12 -4.88 -0.3054
N 0.41 -2.93 -5.93 -0.1942
H 3.89 0.21 -4.58 0.1357
H 4.24 1.84 -2.69 0.1256
H 2.52 1.99 -0.94 0.0962
H -2.92 -1.34 -1.01 0.0964
H -3.53 -2.94 -2.79 0.1228
H -1.89 -3.34 -4.65 0.1347
```

Computed properties:
- E_LUMO (eV) = -6.1487
- Kohn-Sham gap (eV) = 7.9
- net charge = +2

Entry 7:
Molecular formula: C28H17BrCrF5N3O5S2
Method: DFT, ωB97M-V/def2-TZVPD

XYZ file:
```
62
Properties=species:S:1:pos:R:3:mulliken_spin:R:1
Cr -0.25 0.83 -0.79 3.2763
C -0.83 -5.35 4.60 0.0000
C -0.22 -4.16 3.90 0.0001
C -0.75 -2.89 4.08 -0.0006
C -0.15 -1.78 3.52 -0.0015
C 1.01 -1.94 2.77 0.0017
C 1.53 -3.21 2.54 -0.0008
C 0.92 -4.31 3.11 0.0002
S 1.91 -0.51 2.22 0.0116
O 3.31 -0.85 2.38 0.0040
O 1.42 0.58 3.03 0.0034
N 1.45 -0.29 0.70 0.0060
C 2.27 -0.20 -0.37 -0.0221
C 3.63 -0.56 -0.49 -0.0167
C 4.28 -0.31 -1.68 0.0100
C 3.60 0.27 -2.75 0.0011
C 2.27 0.57 -2.58 0.0200
N 1.62 0.35 -1.43 -0.0717
H -1.91 -5.22 4.70 0.0000
H -0.41 -5.46 5.60 0.0000
H -0.64 -6.27 4.05 0.0000
H -1.66 -2.77 4.67 0.0000
H -0.54 -0.78 3.65 -0.0009
H 2.42 -3.30 1.93 0.0001
H 1.32 -5.30 2.94 0.0001
H 4.13 -1.01 0.35 -0.0008
H 5.33 -0.58 -1.79 0.0022
H 4.09 0.49 -3.69 0.0000
H 1.68 1.01 -3.37 -0.0017
F -5.86 -2.17 2.56 0.0000
C -5.06 -1.27 1.95 0.0036
C -3.72 -1.54 1.75 0.0013
F -3.22 -2.70 2.17 0.0001
C -2.92 -0.60 1.13 0.0029
F -1.63 -0.88 1.00 0.0071
C -3.42 0.62 0.64 -0.0043
S -2.45 1.79 -0.20 -0.0208
C -4.78 0.84 0.86 0.0043
F -5.35 1.98 0.45 0.0007
C -5.59 -0.07 1.50 0.0029
F -6.89 0.18 1.68 0.0000
Br 0.85 2.78 0.51 0.0096
C 1.23 3.76 -1.11 0.1795
C 2.18 4.79 -1.08 0.1205
C 2.49 5.43 -2.26 -0.0579
C 1.84 5.08 -3.45 0.3345
C 0.87 4.03 -3.49 -0.0566
C 0.19 3.66 -4.66 0.1514
C -0.73 2.62 -4.65 0.0222
C -0.95 1.89 -3.49 0.0807
C -0.28 2.19 -2.30 -0.0662
C 0.59 3.30 -2.28 -0.0425
H 2.65 5.07 -0.14 0.0433
H 3.24 6.22 -2.27 0.0099
H 2.09 5.58 -4.38 0.0232
H 0.39 4.22 -5.57 0.0027
H -1.27 2.36 -5.56 0.0143
H -1.65 1.06 -3.51 0.0296
O -1.72 -2.61 -2.39 0.0063
N -0.89 -1.84 -1.92 0.0031
O 0.19 -2.21 -1.47 0.0112
O -1.24 -0.60 -1.80 -0.0365
```

Computed properties:
- multiplicity = 5
- E_LUMO (alpha / beta) (eV) = 4.1455 / 4.1452
- Kohn-Sham gap (alpha / beta) (eV) = 2.9 / 5.9
- net charge = -2
- <S²> = 6.10